Entry 1:
Formula: C32H35CrN4O3PS
Source: OMol25
Level of theory: the ωB97M-V functional and the def2-TZVPD basis

The geometry in XYZ format:
```
77
Properties=species:S:1:pos:R:3:forces:R:3
Cr -0.06605 0.93385 0.03955 -0.5 0.8 0.2
S -3.30879 -1.24633 0.56784 -0.3 -0.1 0.3
P -0.21610 -1.52734 0.03984 0.5 -0.9 0.0
O -0.02078 3.10676 -0.09561 0.1 -0.2 0.1
O 0.25841 2.32173 1.94072 -0.1 0.0 -0.3
O 4.06243 0.31616 0.24328 0.4 0.2 0.0
N -2.09863 1.45787 0.06728 -0.3 0.3 -0.1
N 1.95093 0.81005 -0.21274 0.3 0.2 -0.1
N -3.57333 -3.26400 2.54518 0.0 0.2 -0.3
N -2.51035 2.07136 -1.07278 0.1 -0.2 0.1
C 3.96623 -3.62022 -0.45100 0.0 -0.1 0.0
C 2.77982 -4.29789 -0.67759 0.0 0.0 0.0
C 1.57380 -3.62328 -0.61112 -0.1 0.0 0.0
C -1.37517 -3.09541 -3.50342 0.0 0.0 0.0
C 0.02280 3.28434 1.16897 0.2 -0.3 -0.1
C -3.76373 2.89796 0.48604 -0.1 0.0 0.2
C -4.07359 3.77429 -1.96246 0.0 -0.1 0.0
C -0.34019 -2.87751 4.44405 0.0 0.0 -0.1
C -3.49938 -2.42446 1.73871 0.0 -0.2 0.1
C 3.48975 3.79354 -2.02357 0.0 0.0 0.0
C 1.49275 -2.26036 -0.31911 -0.1 0.2 0.1
C -0.32602 -3.84792 3.45329 0.0 0.0 0.0
C -2.80872 1.51557 2.45403 0.1 0.0 0.0
C -1.89266 -3.68374 -0.82968 0.0 0.0 0.0
C -0.31353 -1.17214 2.75602 -0.1 0.0 -0.1
C 1.65592 2.22694 -2.69879 0.0 0.0 0.0
C 2.71652 2.08121 -0.38658 -0.1 -0.1 0.0
C -0.31204 -2.14455 1.75366 0.0 0.3 0.1
C -3.50258 2.94320 -0.86279 -0.1 0.2 -0.1
C -0.17662 4.67097 1.71121 -0.1 0.0 0.0
C 3.99875 1.75697 0.34455 0.0 0.0 0.0
C 2.70425 -1.57640 -0.13705 0.0 0.0 0.1
C -2.13040 -4.20916 -3.17328 0.0 0.0 0.1
C 3.92333 -2.26791 -0.18904 0.0 0.1 0.0
C -1.10456 -2.58454 -1.15672 0.1 0.2 -0.2
C -2.87567 1.95579 1.03268 0.0 -0.1 0.0
C -2.39332 -4.49453 -1.83611 0.1 0.0 -0.1
C 2.93531 2.37959 -1.87536 -0.1 0.0 -0.1
C -0.32111 -1.53557 4.09448 0.0 0.0 -0.1
C -0.86177 -2.28875 -2.49412 0.0 0.0 0.0
C 2.82419 -0.11040 0.00075 -0.1 -0.3 -0.1
C -0.29935 -3.48690 2.11561 0.0 -0.1 0.0
H -0.27769 -4.26643 1.36566 0.0 0.0 0.0
H -2.52138 -4.85196 -3.95333 0.0 0.0 0.0
H 3.67586 1.66226 -2.25032 0.0 0.0 0.0
H -0.37839 -3.16881 5.48575 0.0 0.0 0.0
H -4.51860 3.45172 1.02324 0.1 -0.1 -0.1
H 2.78672 -5.35923 -0.89469 0.0 0.0 0.0
H -0.25663 -1.42215 -2.74819 0.0 0.0 0.0
H 1.84067 2.52059 -3.73455 0.0 0.0 0.0
H -1.17370 -2.86035 -4.54175 0.0 0.0 0.0
H 3.78137 3.98522 -3.05691 0.0 0.0 0.0
H 2.72716 4.52549 -1.74123 0.0 0.0 0.0
H 1.30509 1.19263 -2.70360 0.0 0.0 0.0
H -2.14983 -3.88821 0.20198 0.0 0.0 0.0
H -0.32062 -0.76926 4.85907 0.0 0.0 0.0
H -0.47712 4.62653 2.75578 0.0 0.0 0.0
H -3.35166 4.52758 -2.28162 0.0 0.0 0.0
H 3.96123 2.02277 1.39899 0.0 0.0 0.1
H 4.36859 3.96082 -1.39504 0.0 0.0 0.0
H 0.66675 -4.18283 -0.79023 0.0 0.0 0.0
H -1.82901 1.72145 2.88534 0.0 0.0 0.0
H 0.87027 2.86893 -2.29233 0.0 0.0 0.0
H -4.97028 4.28372 -1.61804 0.0 0.0 0.0
H -0.32366 -0.11792 2.49493 0.0 0.0 0.0
H -2.08142 1.83791 -1.94953 0.1 0.0 0.0
H 4.91761 -4.13635 -0.48909 0.0 0.0 0.0
H -4.33401 3.16444 -2.82915 0.0 0.0 0.0
H -0.34330 -4.89689 3.72108 0.0 0.0 0.0
H 4.84090 -1.72099 -0.03433 0.0 0.0 0.0
H -0.92208 5.20019 1.11948 0.0 0.0 0.0
H -3.56870 2.03786 3.03518 0.0 0.0 0.0
H 2.19589 2.91353 0.06642 -0.1 0.0 0.1
H 4.89188 2.17501 -0.11089 0.0 -0.1 0.0
H -2.99922 -5.35219 -1.57211 0.0 0.0 0.0
H -2.99111 0.43990 2.50573 0.0 0.1 0.0
H 0.76763 5.21622 1.63944 0.0 0.0 0.0
```
Forces are in eV/Å.

Computed properties:
multiplicity: 5
LUMO energy (alpha / beta): -0.210 / -0.324 eV
HOMO energy (alpha / beta): -6.75 / -6.75 eV

---

Entry 2:
Formula: C8H10NS2
Source: OMol25
Level of theory: the ωB97M-V functional and the def2-TZVPD basis

The geometry in XYZ format:
```
21
Properties=species:S:1:pos:R:3:forces:R:3
S -1.95795 1.55506 0.26367 0.1 -0.7 0.3
S -2.06343 -1.28110 1.07651 0.9 1.7 1.0
N 0.61113 0.11997 0.71802 -1.2 1.7 1.1
C 0.96374 -1.02315 0.23094 2.8 1.6 -0.9
C 2.72383 1.17666 0.30397 -0.5 -1.1 -0.8
C 3.13861 -0.06299 -0.25121 1.2 2.0 0.3
C -2.74639 -0.96857 -0.60922 0.4 0.3 1.1
C 2.27047 -1.09818 -0.33651 -2.1 -2.7 -0.9
C -1.42599 0.38450 1.40398 0.0 -1.1 -2.1
C -2.26122 0.36938 -1.13971 -0.5 0.8 1.8
C 1.40449 1.21081 0.68304 -0.4 0.9 1.5
H -1.29287 0.24836 -1.60127 -0.2 0.4 -0.9
H -3.80306 -0.99827 -0.41635 -0.5 -0.1 -0.5
H 3.38196 2.04630 0.26175 -0.4 -0.3 0.3
H -3.08110 0.97038 -1.55304 0.6 -0.7 -1.2
H 2.36057 -2.01531 -0.96407 0.9 0.8 0.8
H 4.17809 -0.02810 -0.59707 -0.5 -0.8 -0.2
H 0.95108 2.11330 1.13372 0.3 -0.4 -0.5
H -2.39079 -1.80726 -1.20291 -0.3 0.1 -0.2
H -1.17497 0.83977 2.36604 0.0 -0.9 0.0
H 0.21381 -1.75158 0.22972 -0.6 -1.5 -0.1
```
Forces are in eV/Å.

Computed properties:
LUMO energy: -4.108 eV
net charge: +1
HOMO energy: -13.37 eV

---

Entry 3:
Formula: C5H12N2O
Source: OMol25
Level of theory: the ωB97M-V functional and the def2-TZVPD basis

The geometry in XYZ format:
```
20
Properties=species:S:1:pos:R:3:forces:R:3
O -1.09072 -2.56517 -0.68245 0.8 1.9 0.4
N -1.06918 -1.12059 -2.41867 0.3 0.2 0.1
N -0.32111 0.26313 -0.28851 -1.8 -2.8 -4.5
C -1.48039 1.09442 -0.02829 -0.1 -0.7 0.2
C 0.82026 1.47914 1.75279 -0.2 -3.2 -1.2
C -0.87733 -1.46405 -1.13249 -0.7 0.9 0.1
C 0.45332 -0.26698 0.66628 2.0 3.4 4.4
C 1.80994 -0.77024 0.25302 0.0 -0.1 0.0
H -1.18543 2.14177 -0.11978 0.1 0.0 0.3
H -1.92730 0.88910 0.95000 -0.1 0.2 0.0
H 1.73334 1.21033 2.27477 0.0 0.1 0.1
H 0.96004 2.30856 1.06766 -0.1 -0.1 -0.1
H 2.49356 -0.76879 1.10616 -0.1 -0.1 -0.1
H 2.23566 -0.14363 -0.53209 -0.1 0.0 0.0
H -2.23137 0.92865 -0.80316 0.0 -0.1 0.1
H -0.71167 -0.23049 -2.72434 0.0 -0.1 0.0
H 1.74756 -1.80132 -0.10652 0.0 0.0 -0.1
H -0.02853 1.55333 2.42562 0.0 0.2 -0.1
H -0.03902 -0.88377 1.42588 0.0 0.0 0.1
H -1.29162 -1.85341 -3.08589 0.1 0.3 0.2
```
Forces are in eV/Å.

Computed properties:
LUMO energy: 0.673 eV
HOMO energy: -7.89 eV

---

Entry 4:
Formula: C3H8O
Source: OMol25
Level of theory: the ωB97M-V functional and the def2-TZVPD basis

The geometry in XYZ format:
```
12
Properties=species:S:1:pos:R:3:forces:R:3
O -1.55392 -0.87832 -1.24177 0.5 0.0 0.2
C 1.35431 0.08781 0.68017 0.0 0.0 0.1
C 0.37517 0.34612 -0.46438 -0.1 0.1 0.0
C -0.40791 -0.88275 -0.85925 -0.3 0.0 -0.2
H 0.16000 -1.83913 -0.80291 -0.1 0.1 0.0
H -0.32913 1.15245 -0.23701 0.1 -0.1 -0.1
H -2.73243 0.84348 0.99792 0.0 0.0 0.0
H 2.06755 0.91099 0.77861 -0.1 -0.1 0.0
H 0.92916 0.65059 -1.36445 -0.1 -0.1 0.1
H 1.93018 -0.82914 0.50752 -0.1 0.1 0.0
H -2.62505 0.45862 0.36930 0.0 0.1 0.1
H 0.83206 -0.02073 1.63624 0.1 0.0 -0.1
```
Forces are in eV/Å.

Computed properties:
LUMO energy: 0.993 eV
HOMO energy: -9.91 eV
SMILES: [H][H].CCC=O

---

Number 1: DFT total energy -94402.697 eV. Number 2: DFT total energy -31610.600 eV. Number 3: DFT total energy -10403.930 eV. Number 4: DFT total energy -5286.946 eV.